{"formula": "C5H8O", "method": "wB97M-V/def2-TZVPD", "relative_energy_kcal_mol": 112.2, "total_energy_ha": -270.37902, "lumo_energy_ev": [1.0, 0.9], "charge": 0, "symbols": ["C", "C", "O", "C", "C", "C", "H", "H", "H", "H", "H", "H", "H", "H"], "coordinates": [[-1.247, -0.840, 0.020], [-0.544, 0.988, -0.656], [-0.018, 1.693, 0.262], [1.253, 1.205, 0.591], [1.283, -0.265, 0.272], [0.096, -0.312, -0.732], [-1.642, -0.280, 0.897], [-0.849, -1.764, 0.403], [-2.094, -0.980, -0.665], [-1.415, 1.284, -1.208], [1.634, 1.643, 1.495], [2.268, -0.586, -0.106], [1.043, -0.991, 1.091], [0.239, -0.826, -1.693]], "forces_ev_per_a": [[0.6, -1.4, 0.0], [0.4, 1.0, -1.8], [1.2, 1.2, 0.2], [-0.2, -0.1, 0.7], [-0.2, -0.2, -0.2], [-1.7, -0.6, 0.8], [0.8, 0.0, -0.7], [-0.5, -1.1, 0.4], [0.4, -0.2, 0.1], [-0.1, 0.4, 0.2], [-0.1, 0.1, 0.3], [-0.5, 0.1, -0.2], [0.2, 0.4, -0.1], [-0.2, 0.3, 0.4]]}